A 3-piece molecular cluster, C32H45B2FN6O6PS2 overall at a distorted geometry. Source: OMol25; level of theory: wB97M-V/def2-TZVPD.

Element x y z (Å)
C1 -0.22 1.29 0.92
C2 0.34 -0.01 0.95
C3 -0.35 -1.30 1.59
C4 -0.46 -2.67 0.77
C5 0.54 -3.88 1.23
C6 2.06 -3.63 0.70
C7 2.20 -3.85 -0.90
S1 2.46 -2.13 -1.63
C8 1.77 -2.06 -3.34
S2 0.77 -3.33 -3.86
N1 2.00 -0.97 -4.32
C9 3.40 -0.49 -4.32
C10 4.29 -0.89 -5.56
C11 5.77 -0.42 -5.63
C12 6.44 0.47 -4.50
C13 5.52 0.87 -3.29
C14 4.04 0.42 -3.20
C15 1.01 0.12 -4.20
C16 0.62 0.94 -5.50
C17 -0.44 2.08 -5.47
C18 -1.16 2.51 -4.13
C19 -0.74 1.69 -2.85
C20 0.29 0.52 -2.87
N2 -1.91 -3.13 0.72
C21 -2.13 -3.15 -0.77
C22 -2.47 -1.73 -1.44
O1 -3.14 -1.76 -2.51
F1 -2.14 -0.45 -0.92
C23 -2.73 -2.22 1.53
N3 -4.05 -2.28 1.77
B1 -4.94 -3.41 1.22
C24 -6.11 -3.14 0.09
O2 -4.80 -4.80 1.64
B2 -4.80 -1.25 2.61
O3 -5.67 -1.56 3.69
O4 -4.53 0.14 2.24
N4 -1.79 -1.20 2.08
P1 -1.47 -1.35 3.86
O5 -0.87 -2.92 4.23
O6 -0.43 -0.10 4.39
H1 0.31 2.22 0.48
H2 -1.26 1.49 1.40
H3 1.40 -0.15 0.52
H4 0.42 -1.59 2.42
H5 0.04 -2.38 -0.24
H6 0.57 -4.00 2.37
H7 0.22 -4.90 0.78
H8 2.81 -4.36 1.19
H9 2.41 -2.55 0.95
H10 1.23 -4.34 -1.27
H11 3.15 -4.44 -1.19
H12 3.91 -1.55 -6.42
H13 6.40 -0.72 -6.53
H14 7.54 0.78 -4.59
H15 6.00 1.52 -2.48
H16 3.35 0.72 -2.33
H17 1.10 0.69 -6.52
H18 -0.72 2.66 -6.43
H19 -1.95 3.36 -4.09
H20 -1.25 1.98 -1.87
H21 0.48 -0.02 -1.87
H22 -1.29 -3.69 -1.36
H23 -3.07 -3.81 -0.95
H24 -6.50 -2.06 0.10
H25 -5.69 -3.47 -0.94
H26 -7.04 -3.81 0.27
H27 -5.21 -4.81 2.55
H28 -6.09 -0.69 3.92
H29 -4.20 0.14 1.30
H30 -1.54 -3.30 4.86
H31 -0.49 0.61 3.69
C25 -5.41 3.43 2.86
C26 -4.88 3.88 4.22
C27 -4.74 5.40 4.33
C28 -3.78 5.90 3.28
N5 -3.01 6.29 2.46
H32 -4.73 3.70 2.05
H33 -5.52 2.34 2.84
H34 -6.39 3.87 2.66
H35 -3.91 3.41 4.40
H36 -5.56 3.53 5.00
H37 -4.37 5.68 5.32
H38 -5.71 5.89 4.18
C29 7.15 2.51 2.21
C30 7.07 3.49 1.05
C31 5.64 3.70 0.54
C32 5.08 2.39 0.05
N6 4.63 1.36 -0.33
H39 6.81 1.51 1.92
H40 8.18 2.41 2.56
H41 6.53 2.85 3.05
H42 7.70 3.12 0.23
H43 7.48 4.45 1.36
H44 5.64 4.42 -0.29
H45 5.00 4.09 1.33

Its calculated total energy is -3313.0794 Ha. The HOMO-LUMO gap is 5.8 eV. The total charge is +1.

Results of the Löwdin charge analysis, in e, for atoms 1 through 8: C 0.004; C -0.108; C -0.286; C -0.222; C -0.122; C -0.239; C -0.438; S 0.830

***

C32H45BF2IN9Tl as an isolated structure at a distorted geometry. Source: OMol25; level of theory: wB97M-V/def2-TZVPD.

Element x y z (Å)
Tl1 0.05 -0.70 0.01
C1 -0.33 -4.49 -0.83
C2 -0.26 -3.44 -1.88
C3 -0.74 -3.47 -3.18
C4 -0.36 -2.27 -3.75
C5 -0.66 -1.80 -5.13
N1 0.32 -1.57 -2.83
N2 0.36 -2.27 -1.67
B1 1.27 -0.36 -3.05
N3 2.49 -0.41 -2.11
N4 2.40 -0.29 -0.77
C6 3.65 -0.24 -0.29
C7 4.06 -0.08 1.13
C8 4.55 -0.31 -1.35
C9 3.78 -0.41 -2.49
C10 4.29 -0.49 -3.88
N5 0.57 0.98 -2.74
N6 0.19 1.34 -1.50
C11 -0.23 2.61 -1.55
C12 -0.75 3.35 -0.37
C13 -0.10 3.08 -2.85
C14 0.41 2.02 -3.58
C15 0.70 1.97 -5.04
H1 -0.72 -5.41 -1.27
H2 0.66 -4.69 -0.43
H3 -0.98 -4.19 -0.02
H4 -1.29 -4.26 -3.65
H5 -1.23 -2.57 -5.64
H6 -1.26 -0.89 -5.11
H7 0.25 -1.61 -5.69
H8 1.62 -0.37 -4.17
H9 3.42 -0.65 1.80
H10 5.07 -0.47 1.24
H11 4.09 0.97 1.40
H12 5.61 -0.29 -1.28
H13 5.38 -0.54 -3.85
H14 3.91 -1.36 -4.40
H15 4.01 0.40 -4.44
H16 -1.57 2.79 0.09
H17 0.03 3.52 0.36
H18 -1.14 4.31 -0.69
H19 -0.34 4.06 -3.21
H20 0.39 2.89 -5.51
H21 1.77 1.83 -5.21
H22 0.17 1.14 -5.50
N7 0.44 0.18 4.66
C16 0.60 1.37 5.50
C17 -0.62 2.28 5.32
C18 -0.75 2.83 3.89
N8 -1.14 1.75 2.99
C19 0.57 3.46 3.43
C20 1.76 2.53 3.60
N9 1.59 1.33 2.76
C21 1.88 2.08 5.07
H23 -0.53 -0.07 4.52
H24 0.95 -0.63 4.99
H25 0.89 0.57 3.60
H26 0.67 1.09 6.56
H27 -0.53 3.12 6.01
H28 -1.53 1.73 5.58
H29 -1.51 3.63 3.91
H30 -1.11 2.07 2.02
H31 -2.10 1.48 3.17
H32 0.75 4.37 4.02
H33 0.49 3.76 2.39
H34 2.67 3.07 3.32
H35 2.48 0.87 2.57
H36 1.15 1.54 1.87
H37 2.04 2.96 5.69
H38 2.73 1.42 5.18
I1 -1.91 -1.59 2.78
C22 -3.46 -1.95 1.39
C23 -4.53 -2.65 1.89
C24 -5.66 -2.86 1.10
C25 -5.71 -2.33 -0.15
C26 -4.61 -1.61 -0.68
C27 -4.71 -1.07 -1.98
C28 -3.68 -0.35 -2.51
C29 -2.49 -0.21 -1.79
C30 -2.33 -0.74 -0.54
C31 -3.41 -1.42 0.08
H39 -4.51 -3.01 2.91
H40 -6.49 -3.41 1.51
H41 -6.60 -2.42 -0.76
H42 -5.63 -1.22 -2.53
H43 -3.77 0.09 -3.49
H44 -1.69 0.34 -2.25
F1 1.50 -1.75 2.85
C32 1.25 -2.24 1.58
F2 2.44 -2.70 1.13
H45 0.60 -3.11 1.70

Its calculated total energy is -2433.7757 Ha. The HOMO-LUMO gap is 7.6 eV. The total charge is +1.

Results of the Löwdin charge analysis, in e, for atoms 1 through 8: Tl 0.937; C -0.008; C -0.322; C 0.038; C -0.264; C -0.004; N 0.023; N 0.005

***

A 3-piece molecular cluster, C32H45BrN2O6PS2 overall at a distorted geometry. Source: OMol25; level of theory: wB97M-V/def2-TZVPD.

Element x y z (Å)
C1 5.49 -0.80 -0.27
O1 4.78 0.06 -1.19
C2 4.53 -0.61 -2.46
C3 3.11 -0.05 -3.04
C4 3.31 0.95 -4.28
C5 2.30 2.20 -4.30
C6 2.15 2.98 -2.90
C7 0.79 2.52 -2.14
C8 0.22 3.78 -1.31
C9 -0.90 3.30 -0.23
C10 -2.18 2.63 -0.92
C11 -3.10 1.86 0.15
C12 -2.23 0.66 0.75
C13 -2.92 -0.75 0.34
C14 -2.06 -1.49 -0.79
C15 -0.90 -2.42 -0.33
S1 -0.40 -2.72 1.41
C16 -0.17 -3.10 -1.55
N1 -0.66 -2.77 -2.84
P1 0.20 -3.64 -4.19
O2 1.84 -3.89 -3.74
Br1 0.13 -2.20 -5.96
N2 -1.62 -1.96 -3.26
C17 -2.37 -1.28 -2.30
C18 -3.54 -0.28 -2.71
C19 -4.40 -0.73 -3.99
C20 -5.19 0.60 -4.48
S2 -4.55 1.26 -6.10
H1 4.71 -1.27 0.44
H2 6.04 -1.65 -0.83
H3 6.24 -0.19 0.35
H4 5.36 -0.35 -3.22
H5 4.38 -1.74 -2.34
H6 2.51 -0.97 -3.39
H7 2.56 0.39 -2.14
H8 4.41 1.24 -4.36
H9 3.08 0.34 -5.23
H10 2.75 2.97 -5.05
H11 1.28 1.92 -4.76
H12 3.06 2.90 -2.23
H13 2.00 4.09 -3.14
H14 0.97 1.66 -1.40
H15 0.04 2.15 -2.93
H16 1.11 4.15 -0.66
H17 -0.20 4.62 -1.96
H18 -0.34 2.62 0.50
H19 -1.29 4.18 0.41
H20 -1.83 1.96 -1.77
H21 -2.82 3.47 -1.38
H22 -4.11 1.53 -0.27
H23 -3.33 2.60 1.00
H24 -1.15 0.62 0.35
H25 -2.20 0.70 1.90
H26 -4.03 -0.68 0.11
H27 -2.83 -1.42 1.27
H28 0.68 -1.88 1.68
H29 0.71 -3.82 -1.37
H30 1.92 -4.55 -3.02
H31 -4.27 -0.04 -1.87
H32 -3.03 0.72 -2.99
H33 -3.77 -1.10 -4.87
H34 -5.23 -1.48 -3.73
H35 -5.00 1.44 -3.71
H36 -6.33 0.46 -4.47
H37 -4.65 2.64 -5.99
C21 4.07 -4.43 4.57
C22 4.00 -4.14 5.87
C23 2.73 -3.69 6.48
O3 2.66 -3.43 7.66
C24 1.55 -3.58 5.60
C25 1.62 -3.87 4.30
C26 2.89 -4.32 3.69
O4 2.96 -4.58 2.50
H38 4.99 -4.76 4.10
H39 4.85 -4.22 6.52
H40 0.63 -3.25 6.07
H41 0.77 -3.79 3.64
C27 -0.98 2.46 7.11
C28 -0.53 2.51 5.85
C29 -1.42 2.20 4.71
O5 -1.01 2.25 3.56
C30 -2.82 1.83 5.01
C31 -3.26 1.78 6.27
C32 -2.38 2.09 7.41
O6 -2.79 2.05 8.55
H42 -0.34 2.68 7.96
H43 0.49 2.78 5.61
H44 -3.45 1.61 4.16
H45 -4.28 1.51 6.51

Its calculated total energy is -5518.4766 Ha. The HOMO-LUMO gap is 6.6 eV. The total charge is +1.

Results of the Löwdin charge analysis, in e, for atoms 1 through 8: C -0.121; O -0.245; C -0.211; C -0.159; C -0.199; C -0.209; C -0.200; C -0.221

***

M, record by record: 745.5; 935.9; 728.7 g/mol